# 1
Here is a molecular structure, C53H55Cl2HfN5S in a non-equilibrium geometry from OMol25. Energies are from ωB97M-V/def2-TZVPD.

Output
Net charge = 0
Energy relative to the best compared isomer or geometry (same formula, charge and spin) = 0.0 kcal/mol
F_max = 1.64 eV/Å
Energy = -3693.21179 Ha

XYZ file:
```
117
Properties=species:S:1:pos:R:3:forces:R:3:lowdin_charge:R:1
Hf 0.0880 0.0122 0.2928 0.5 0.1 -1.6 1.6290
C 1.4015 1.9896 -5.9052 0.2 0.1 0.0 -0.0737
C 1.8078 2.7065 -4.6150 -0.2 -0.1 -0.1 -0.1849
C 0.8738 2.3896 -3.4963 -0.1 0.1 0.3 -0.1281
C -0.2506 3.0599 -3.1111 0.2 -0.2 0.1 -0.1403
C -0.8026 4.3211 -3.6863 -0.1 -0.1 -0.1 -0.1874
C -1.9771 4.0548 -4.6286 0.1 0.1 0.1 -0.0790
C -0.8143 2.3150 -2.0022 -0.3 0.1 -0.2 -0.2670
N -0.0322 1.2328 -1.7136 0.0 -0.2 0.5 0.0082
C 0.9737 1.2348 -2.6354 0.1 -0.2 -0.2 -0.2732
C 1.9065 0.2182 -2.8048 -0.2 -0.1 0.1 0.0219
C 1.8542 -1.0316 -2.2061 -0.1 0.2 -0.3 -0.2517
C 2.7028 -2.1527 -2.5526 -0.1 -0.1 0.3 -0.1237
C 3.8439 -2.1043 -3.5131 -0.2 -0.1 -0.1 -0.1825
C 3.3656 -2.3901 -4.9383 0.2 0.1 0.1 -0.0715
C 2.2154 -3.2286 -1.8712 0.1 0.4 0.0 -0.1305
C 1.0970 -2.7441 -1.0851 -0.2 -0.2 -0.2 -0.2889
C 0.3379 -3.5215 -0.2219 0.0 0.2 -0.1 0.0329
C -0.6795 -3.0821 0.6150 0.1 -0.4 -0.2 -0.2296
N -1.1528 -1.8047 0.6729 0.6 0.7 0.2 0.0029
C -2.0849 -1.7762 1.6722 -0.5 0.0 0.2 -0.2489
C -2.8333 -0.6641 2.0331 0.1 -0.1 -0.2 0.0553
C -2.8595 0.5475 1.3550 -0.3 -0.1 0.2 -0.2263
N -2.0147 0.8847 0.3391 0.6 -0.4 0.2 0.0164
C -2.5255 2.0114 -0.2314 -0.1 0.1 -0.3 -0.2229
C -1.9737 2.6667 -1.3230 0.1 -0.2 0.0 0.0403
C -3.7399 2.4066 0.4467 0.2 -0.3 0.1 -0.1240
C -3.9142 1.5281 1.4765 0.2 0.1 -0.1 -0.1233
C -5.0274 1.4819 2.4724 0.0 -0.1 -0.2 -0.1862
C -6.1470 0.5489 2.0078 0.0 0.1 0.2 -0.0788
C -4.6030 3.5608 0.0606 0.2 0.1 0.1 -0.1852
C -4.0878 4.8593 0.6793 -0.2 0.0 -0.1 -0.0793
C -2.2298 -3.0900 2.2529 0.3 0.0 -0.2 -0.1318
C -1.3710 -3.9094 1.5784 -0.2 0.3 0.0 -0.1289
C -1.1165 -5.3576 1.8229 0.1 0.1 0.1 -0.1880
C 0.0997 -5.5472 2.7342 -0.1 -0.1 -0.1 -0.0752
C -3.1815 -3.4633 3.3399 -0.1 0.0 -0.2 -0.1843
C -4.5882 -3.6892 2.7802 0.1 0.0 0.2 -0.0771
N 0.9030 -1.4093 -1.3049 -0.3 0.0 0.2 -0.0308
C 2.7238 -4.6307 -1.8882 -0.2 0.0 -0.1 -0.1961
C 1.8413 -5.5586 -2.7257 0.1 0.0 0.1 -0.0803
H 2.1081 2.2167 -6.7013 0.0 0.0 -0.1 0.0727
H 0.4137 2.3124 -6.2253 -0.1 0.0 0.0 0.0654
H 1.3743 0.9126 -5.7555 0.0 -0.1 0.0 0.0673
H 1.8100 3.7824 -4.7963 0.1 0.0 0.1 0.1055
H 2.8233 2.4139 -4.3408 0.0 0.1 0.0 0.1083
H -0.0172 4.8361 -4.2443 0.0 0.1 0.1 0.1059
H -1.1268 4.9823 -2.8789 0.0 0.1 0.0 0.1072
H -1.6464 3.4810 -5.4905 0.0 -0.1 -0.1 0.0659
H -2.4022 4.9919 -4.9825 -0.1 0.0 -0.1 0.0722
H -2.7504 3.4843 -4.1200 -0.1 0.0 0.0 0.0700
H 2.6741 0.3742 -3.5463 0.1 0.0 -0.1 0.1106
H 4.5902 -2.8465 -3.2257 0.1 0.1 0.1 0.1098
H 4.3267 -1.1266 -3.4713 0.1 0.0 0.1 0.1067
H 2.8988 -3.3718 -4.9855 -0.1 -0.1 -0.1 0.0664
H 4.2029 -2.3673 -5.6328 0.0 0.0 -0.1 0.0727
H 2.6312 -1.6481 -5.2461 -0.1 0.0 -0.1 0.0666
H 0.6079 -4.5640 -0.1448 0.0 -0.1 0.0 0.1107
H -3.5339 -0.7899 2.8449 -0.1 0.0 0.1 0.1130
H -2.5037 3.5371 -1.6830 0.0 0.1 0.0 0.1096
H -5.4371 2.4832 2.6175 0.1 0.0 0.1 0.1074
H -4.6452 1.1415 3.4375 0.0 0.1 0.0 0.1125
H -6.5801 0.9084 1.0783 -0.1 0.0 -0.1 0.0758
H -6.9310 0.4937 2.7579 -0.2 0.0 0.1 0.0721
H -5.7624 -0.4518 1.8365 0.0 -0.2 -0.1 0.0563
H -5.6274 3.3806 0.3906 0.0 0.0 -0.1 0.1085
H -4.6184 3.6554 -1.0276 -0.1 0.0 0.0 0.1092
H -4.1285 4.7978 1.7642 0.0 0.0 0.1 0.0763
H -4.6900 5.7031 0.3527 0.0 0.2 0.0 0.0720
H -3.0544 5.0262 0.3888 0.1 0.1 0.0 0.0524
H -0.9528 -5.8777 0.8765 -0.1 0.0 0.0 0.1111
H -1.9941 -5.8009 2.2959 0.0 -0.1 -0.1 0.1056
H 0.9712 -5.0492 2.3153 0.1 0.0 0.0 0.0729
H 0.3136 -6.6075 2.8553 0.1 -0.1 0.1 0.0715
H -0.0912 -5.1177 3.7159 0.0 0.0 0.1 0.0756
H -3.2054 -2.6803 4.1022 0.0 -0.1 0.0 0.1141
H -2.8346 -4.3809 3.8190 0.0 0.1 0.1 0.1066
H -4.9357 -2.8003 2.2589 -0.1 0.1 -0.1 0.0576
H -5.2867 -3.9240 3.5797 -0.1 0.0 0.0 0.0721
H -4.5813 -4.5151 2.0724 0.0 -0.1 -0.1 0.0780
H 2.7798 -5.0099 -0.8660 0.1 0.0 0.0 0.1000
H 3.7348 -4.6406 -2.2976 0.1 0.0 0.1 0.1053
H 0.8091 -5.5169 -2.3880 -0.1 0.0 0.0 0.0678
H 2.1924 -6.5854 -2.6434 0.0 -0.1 0.0 0.0720
H 1.8618 -5.2744 -3.7759 0.0 0.0 -0.1 0.0653
Cl 2.6166 1.3924 0.0188 0.4 0.2 0.2 0.8225
C 4.0028 0.3598 -0.1361 0.2 -0.5 -0.1 -0.6209
C 5.1413 0.8496 -0.7424 -0.2 0.2 0.0 -0.1189
C 6.2491 0.0296 -0.8708 -0.1 0.0 0.0 -0.1010
C 6.1864 -1.2749 -0.4050 0.1 0.1 -0.1 -0.1251
C 5.0352 -1.7492 0.1861 -0.2 0.4 0.0 -0.6966
Cl 4.9817 -3.3799 0.7236 0.1 -0.5 0.1 0.6893
C 3.8931 -0.9456 0.3700 -0.1 0.2 -0.1 -0.7113
S 2.4984 -1.4892 1.2078 -0.4 0.2 0.5 0.6949
H 5.1515 1.8674 -1.1038 0.0 0.1 0.0 0.1017
H 7.1478 0.4030 -1.3344 0.1 0.0 0.0 0.0982
H 7.0402 -1.9252 -0.5030 0.1 -0.1 0.0 0.1000
C -0.2076 4.8399 0.7884 0.1 0.0 0.1 -0.0567
C -0.6462 4.8975 2.1034 0.1 0.0 -0.1 -0.0604
C -0.4953 3.7852 2.9030 0.0 -0.1 -0.1 -0.0017
C 0.0297 2.6111 2.3557 0.0 0.3 0.1 -0.2318
N 0.3401 2.5304 1.0539 -0.3 -0.4 0.1 -0.0105
C 0.2854 3.6367 0.3211 0.2 0.3 -0.2 -0.1551
C 0.2987 1.4182 3.1574 0.0 -0.6 0.0 -0.2076
C 0.7007 1.5583 4.4906 0.0 0.0 -0.2 -0.0428
C 0.9657 0.4368 5.2486 -0.1 0.1 0.1 -0.0869
C 0.7802 -0.8196 4.6923 -0.1 -0.1 -0.2 -0.0797
C 0.4181 -0.9422 3.3614 -0.1 0.0 0.0 -0.1897
C 0.2109 0.1620 2.5201 0.0 0.5 1.1 -0.2663
H -0.2597 5.6984 0.1383 0.1 0.1 -0.1 0.1066
H -1.0746 5.8062 2.4987 -0.1 0.1 0.1 0.1109
H -0.8026 3.7986 3.9349 0.0 0.0 0.1 0.1124
H 0.6891 3.5590 -0.6778 -0.1 0.0 -0.1 0.0998
H 0.8737 2.5419 4.9084 -0.1 0.1 0.0 0.1057
H 1.3185 0.5358 6.2645 0.0 0.0 0.1 0.0984
H 0.9583 -1.7070 5.2839 0.0 -0.1 0.0 0.1014
H 0.3286 -1.9470 2.9585 0.0 0.0 0.0 0.0691
```
Forces are in eV/Å.

---

# 2
Here is a single C5H12N2O molecule in a non-equilibrium geometry from OMol25. Energies are from ωB97M-V/def2-TZVPD.

Output
Net charge = 0
Energy relative to the best compared isomer or geometry (same formula, charge and spin) = 75.7 kcal/mol
F_max = 2.86 eV/Å
SMILES string = C[C@@H](/C=N\N)CCO
Energy = -382.38186 Ha

XYZ file:
```
20
Properties=species:S:1:pos:R:3:forces:R:3:lowdin_charge:R:1
C 0.2814 -0.9403 1.5203 0.1 0.1 -0.1 -0.0820
C 0.0563 -1.1579 0.0120 0.8 -0.5 -0.4 -0.3310
C -1.2536 -0.8738 -0.6460 -1.0 0.9 0.2 -0.1827
N -2.1032 0.0648 -0.4854 0.9 -0.2 -0.3 -0.0573
N -1.8873 1.1288 0.3193 2.1 -0.1 1.2 -0.0061
C 1.3030 -0.6611 -0.8411 -1.1 -1.2 -0.1 -0.1466
C 2.0012 0.4954 -0.2066 0.0 0.5 -0.6 -0.2598
O 1.0192 1.5583 -0.0634 0.8 -0.2 -0.1 -0.0944
H 1.1321 -1.5950 1.8389 -0.9 0.3 -0.1 0.0974
H 0.5410 0.0612 1.8277 0.1 0.4 -0.2 0.0495
H -0.6461 -1.1322 2.0485 0.0 -0.6 0.2 0.0793
H 0.0151 -2.2573 0.0058 0.5 0.1 -0.5 0.1196
H -1.6407 -1.5694 -1.3844 0.4 -0.4 0.1 0.0993
H -2.6841 1.6696 0.1841 -0.8 1.8 0.3 0.0446
H -0.9297 1.5805 0.5593 -2.2 -1.5 -1.1 0.1160
H 1.0766 -0.4496 -1.9112 -0.3 0.0 0.8 0.1271
H 1.9435 -1.5402 -0.8855 0.6 0.2 0.1 0.1101
H 2.8527 0.7404 -0.8578 -0.3 0.6 0.1 0.1183
H 2.4362 0.2076 0.7369 -0.1 0.1 0.6 0.1011
H 1.3532 2.2885 0.4752 0.3 -0.3 -0.2 0.0976
```
Forces are in eV/Å.